DFT (wB97M-V/def2-TZVPD) results for C25H48Cl3N4O4PdSi as an isolated structure.

HOMO energy (spin up / spin down)	-3.79 / -4.11	eV
energy above the lowest of the compared OMol25 structures with the same formula, charge and spin	236.7	kJ/mol
<S²>	2.015
orbital gap (spin up / spin down)	6.32 / 5.74	eV

Geometry as ORCA input:
```
! RIJCOSX wB97M-V def2-TZVPD def2/J DEFGRID3
* xyz -1 3
C -0.14990 -3.57135 -3.37252
C -1.11972 -2.43489 -3.31912
H -0.50444 -4.38913 -4.01347
H 0.03214 -3.97061 -2.35624
H 0.82014 -3.19488 -3.74116
C -2.39962 -2.49921 -3.71299
C -3.02667 -3.71400 -4.29408
H -3.05497 -1.64282 -3.54786
H -2.73886 -4.63631 -3.76756
H -2.75806 -3.81439 -5.35161
H -4.11231 -3.63592 -4.22854
Pd 0.86991 -0.22066 0.65325
Cl 2.17065 0.33041 -1.26759
Cl 1.92451 -1.32974 3.06058
H 2.83732 3.43486 4.34244
H 5.07793 2.72666 3.36821
C 2.38893 2.49464 4.00413
C 4.59264 1.78167 3.09701
N 3.16442 1.99542 2.87279
H 1.34982 2.64147 3.69125
C 2.56939 1.55706 1.78340
O 1.30398 1.54044 1.67927
H 5.03508 1.38566 2.17518
H 3.22549 1.21590 0.96240
H 2.43474 1.77615 4.83216
H 4.75914 1.06342 3.91102
H -1.77526 -3.72559 0.36926
H -3.77369 -2.29113 -0.97016
C -2.11435 -3.19322 1.26691
C -4.00590 -2.14080 0.09736
N -2.79193 -1.96682 0.88131
H -1.27674 -2.95407 1.93047
C -2.28275 -0.75458 1.15305
O -1.18414 -0.55793 1.73046
H -4.64663 -1.25477 0.20319
H -2.94785 0.08455 0.86037
H -2.84270 -3.82451 1.78926
H -4.54341 -3.02491 0.46464
O -0.82153 -1.74944 -1.22099
C -0.63506 -1.25887 -2.45360
C -2.54011 0.37608 -2.05061
C -1.37210 0.06090 -2.74349
H -2.84572 -0.27946 -1.23008
C -3.30845 1.48381 -2.41443
H 0.43135 -1.06510 -2.68380
C -0.90342 0.91834 -3.74020
H -4.23384 1.69504 -1.86779
C -2.88295 2.29811 -3.47028
C -1.67418 2.01763 -4.12410
H 0.05379 0.67634 -4.22183
H -3.48987 3.15660 -3.77611
H -1.33424 2.65365 -4.95349
Si 2.58183 -2.88313 1.65048
Cl 1.04285 -2.39554 0.19639
C 2.15983 -4.16367 3.04490
C 4.08875 -1.79617 1.17361
C 3.39369 -4.39100 0.68419
H 1.08387 -4.16884 3.26581
H 2.69547 -3.88176 3.96600
H 2.45153 -5.19107 2.79343
H 2.74987 -5.27967 0.70366
H 4.33244 -4.63081 1.22355
H 3.63317 -4.12240 -0.34793
H 3.77767 -1.01860 0.45862
H 4.86856 -2.39554 0.68878
H 4.52200 -1.30928 2.05884
C 0.65858 3.47286 -1.66800
N 0.27552 3.88338 -0.34343
C 1.22116 4.70983 0.38283
C -0.64645 3.09684 0.31498
O -1.00321 1.98571 -0.11121
N -1.13361 3.62653 1.50385
C -1.38687 5.04719 1.63291
C -1.98521 2.76391 2.28782
H 1.34749 4.22365 -2.06628
H -0.23304 3.41377 -2.30625
H 1.15625 2.48361 -1.64888
H 0.96906 5.77651 0.27384
H 1.21070 4.43995 1.44623
H 2.22285 4.54929 -0.04026
H -2.41956 5.20293 1.96942
H -0.72160 5.50494 2.37895
H -1.24542 5.53108 0.66155
H -2.99311 2.68851 1.84519
H -1.54102 1.76280 2.34824
H -2.08402 3.19450 3.29250
*
```

Atomic partial charges in e from the Mulliken method, atoms 1 to 2:
1 C -1.57
2 C 0.13